one.
An isolated ion of composition C3H3ClNO and charge +1. Source: the OMol25 dataset; level of theory: ωB97M-V with the def2-TZVPD basis set.

Each atom is followed by the atoms it is bonded to, with distances in Å.
Atoms and positions in Å:
1 O -1.3490 -2.3992 0.1829  N2 1.186
2 N -0.9882 -1.2892 -0.0253  O1 1.186, C5 1.396, C9 1.520
3 H 0.8579 -1.3851 -1.1142  C5 1.042
4 Cl -2.8678 0.7926 -0.2153  C9 1.730
5 C 0.1621 -0.7793 -0.6295  N2 1.396, H3 1.042, C6 1.337
6 C 0.1259 0.4877 -0.2051  C5 1.337, H7 1.159, C9 1.795
7 H 0.6749 1.4714 -0.4789  C6 1.159
8 H -1.3321 -0.0823 1.5026  C9 1.030
9 C -1.4709 0.0560 0.4911  N2 1.520, Cl4 1.730, C6 1.795, H8 1.030

Summary:
charge = +1
LUMO energy = -7.645 eV
gap between HOMO and LUMO = 8.73 eV
SMILES = O=[N+]1C=C[C@H]1Cl


two.
An isolated ion of composition C3H3ClNO and charge +1. Source: the OMol25 dataset; level of theory: ωB97M-V with the def2-TZVPD basis set.

Each atom is followed by the atoms it is bonded to, with distances in Å.
Atoms and positions in Å:
1 Cl 2.9900 -0.6932 -0.0691  C9 1.589
2 H -0.1286 -2.0504 0.1318  C7 1.161
3 O -0.3360 2.4605 0.0487  N6 1.189
4 C -0.8908 0.1335 -0.0017  H5 1.023, N6 1.507, C7 1.470, H8 1.101
5 H -1.7424 0.1871 -0.5653  C4 1.023
6 N -0.0243 1.3458 -0.2253  O3 1.189, C4 1.507
7 C 0.1072 -0.9396 -0.1112  H2 1.161, C4 1.470, C9 1.313
8 H -1.3806 0.3109 0.9686  C4 1.101
9 C 1.4055 -0.7546 -0.1766  Cl1 1.589, C7 1.313

Summary:
charge = +1
LUMO energy (alpha / beta) = -6.994 / -6.994 eV
gap between HOMO and LUMO (alpha / beta) = 7.16 / 7.16 eV


Stability, highest: one